1.
C4H6N2O | ωB97M-V/def2-TZVPD

The geometry in ORCA input format:
```
! wB97M-V def2-TZVPD RIJCOSX def2/J DEFGRID3
* xyz 0 1
C -2.70202 0.08017 -0.02490
C -0.28288 0.62972 0.03892
C -1.23597 -0.23675 -0.19815
N 1.68470 -1.70970 -0.93379
C 2.38779 -0.83266 -0.63890
N 3.19194 0.20552 -0.34509
O 0.56811 1.41442 0.25664
H -3.17755 0.31865 -0.98257
H -3.22422 -0.77771 0.40805
H -2.85281 0.93123 0.64514
H -0.89385 -1.20191 -0.56398
H 2.67028 1.06910 -0.22922
H 3.82743 0.02942 0.42220
*
```

Properties
* HOMO: -0.3270 hartree
* SMILES string: CC=C=O.N#CN
* largest force on an atom: 1.15 eV/Å
* energy relative to the best compared isomer or geometry (same formula, charge and spin): 46.5 kcal/mol
* frontier orbital gap: 0.3512 Eh
* energy: -340.72087 Ha

---

2.
C4H8NO | ωB97M-V/def2-TZVPD

The geometry in ORCA input format:
```
! wB97M-V def2-TZVPD RIJCOSX def2/J DEFGRID3
* xyz 1 1
C 2.86447 -0.22804 -0.12689
C -1.63211 0.52732 -0.76328
C 1.65867 -0.41768 0.32047
C -0.82275 -0.54576 -0.10393
N -1.48569 0.54270 0.63397
O -1.37093 -1.79867 0.22311
H 3.74626 -0.03626 0.41771
H 2.85240 0.20359 -1.09694
H -1.05880 1.42297 -1.36548
H -2.58182 0.44676 -1.20009
H 1.38260 -0.79299 1.31620
H -0.76673 1.25688 0.98086
H -2.33599 0.45396 1.36223
H -1.41442 -2.30908 -0.52131
*
```

Properties
* HOMO (alpha / beta): -0.5001 / -0.5134 hartree
* largest force on an atom: 5.84 eV/Å
* energy relative to the best compared isomer or geometry (same formula, charge and spin): 155.1 kcal/mol
* frontier orbital gap (alpha / beta): 0.3026 / 0.3358 Eh
* energy: -286.69532 Ha

---

3.
C23H28IrN7Sb | ωB97M-V/def2-TZVPD

The geometry in ORCA input format:
```
! wB97M-V def2-TZVPD RIJCOSX def2/J DEFGRID3
* xyz 3 1
Ir 0.04098 0.30141 -0.27811
C -0.55200 -0.92331 2.64405
C 0.82968 -1.20759 2.13110
C 1.70000 -1.92139 2.94781
C 2.98595 -2.18443 2.54295
C 3.40230 -1.73365 1.29371
C 2.53031 -1.03074 0.49045
N 1.25493 -0.77137 0.91486
Sb 3.33072 -0.36298 -1.41005
C 1.55987 -1.07427 -2.37573
C 1.58629 -1.80030 -3.54601
C 0.44812 -2.52327 -3.92112
C -0.66106 -2.53576 -3.09726
C -0.65173 -1.78471 -1.93292
C -1.77729 -1.74986 -0.94224
N 0.43608 -1.06225 -1.62607
C 2.57662 1.58891 -0.96514
C 3.27340 2.75900 -1.18345
C 2.82560 3.93658 -0.57332
C 1.72818 3.90460 0.27169
C 1.05500 2.70926 0.44776
C -0.14777 2.49033 1.31526
N 1.48328 1.61155 -0.18068
H -0.99175 -1.82975 3.05974
H -1.22889 -0.54492 1.88516
H -0.50654 -0.19389 3.45547
H 1.34096 -2.26803 3.90792
H 3.66503 -2.73375 3.18266
H 4.40777 -1.93699 0.94926
H 2.47834 -1.81924 -4.15742
H 0.44847 -3.10016 -4.83744
H -1.53749 -3.12064 -3.34488
H -1.77574 -2.66688 -0.34873
H -2.74567 -1.65748 -1.43213
H -1.70282 -0.90844 -0.21963
H 4.15830 2.76077 -1.80563
H 3.34942 4.86899 -0.74400
H 1.38742 4.79254 0.78882
H 0.16565 2.23216 2.32890
H -0.79872 1.64894 0.95540
H -0.78515 3.37082 1.36863
C -2.09497 3.05657 -5.78022
C -3.46825 2.65922 -5.24914
C -3.78371 1.18747 -5.49829
C -3.64924 3.06012 -3.78517
N -2.59838 2.49444 -2.90315
C -1.49065 3.07971 -2.43900
N -0.83087 2.19702 -1.70944
N -1.59072 1.08903 -1.76107
N -2.64977 1.24376 -2.46162
H -2.03313 2.85725 -6.84866
H -1.29504 2.47681 -5.30496
H -1.89255 4.12010 -5.63297
H -4.21684 3.25591 -5.77729
H -3.07558 0.52948 -4.98656
H -3.72491 0.96832 -6.56311
H -4.78670 0.93069 -5.15546
H -4.60331 2.71490 -3.39233
H -3.59070 4.14075 -3.66814
H -1.20180 4.09795 -2.64235
*
```

Properties
* HOMO: -0.6841 hartree
* largest force on an atom: 1.80 eV/Å
* energy relative to the best compared isomer or geometry (same formula, charge and spin): 37.5 kcal/mol
* frontier orbital gap: 0.3100 Eh
* energy: -1620.07946 Ha

---

4.
C25H24BrNRuS | ωB97M-V/def2-TZVPD

The geometry in ORCA input format:
```
! wB97M-V def2-TZVPD RIJCOSX def2/J DEFGRID3
* xyz 2 1
Ru -0.22646 0.38159 0.07187
C -4.05011 3.32916 -0.13029
C -3.10224 2.37807 -0.88053
C -3.87770 1.25634 -1.55888
C -2.05894 1.92320 0.11196
C -2.26421 0.86907 1.03034
C -1.33286 0.60347 2.05496
C -0.17036 1.39460 2.21482
C 0.72935 1.17317 3.38839
C 0.07803 2.39633 1.26210
C -0.84257 2.62874 0.21839
H -4.77438 3.74797 -0.82725
H -3.51627 4.15570 0.33933
H -4.60094 2.79100 0.64383
H -2.57987 2.95966 -1.64592
H -4.46092 0.67507 -0.84090
H -3.23126 0.57971 -2.12002
H -4.59078 1.69063 -2.25835
H -3.14804 0.24980 0.95970
H -1.50330 -0.21804 2.73871
H 1.69376 1.66193 3.26699
H 0.87422 0.11373 3.59572
H 0.24851 1.61428 4.26517
H 0.98632 2.98214 1.31911
H -0.61088 3.38972 -0.51640
S -0.53768 -3.79191 -1.19806
C -2.10906 -3.11212 -1.34689
C -2.18933 -1.84808 -0.85641
C -0.92322 -1.38405 -0.38079
C 0.04554 -2.37838 -0.47796
C 1.34579 -2.10929 0.07843
C 2.39160 -3.00858 0.22505
C 3.54770 -2.59064 0.85835
C 3.62745 -1.28577 1.32357
C 2.55608 -0.43717 1.11966
N 1.43252 -0.83192 0.51270
H -2.89244 -3.69842 -1.80219
H -3.10347 -1.27730 -0.86923
H 2.29033 -4.01978 -0.14473
H 4.37663 -3.27294 0.98915
H 4.50817 -0.91841 1.83012
H 2.59968 0.59501 1.43635
Br 2.60679 1.27401 -5.70491
C 1.90113 1.22292 -3.97571
C 2.77165 1.18682 -2.88166
C 2.26858 1.12982 -1.59872
C 0.88444 1.10964 -1.40664
C 0.02089 1.26349 -2.49676
C 0.52809 1.25578 -3.79102
H 3.83999 1.18986 -3.04964
H 2.96158 1.08246 -0.77180
H -1.04950 1.37004 -2.36008
H -0.13584 1.32423 -4.64152
*
```

Properties
* HOMO (alpha / beta): -0.5273 / -0.5273 hartree
* largest force on an atom: 0.67 eV/Å
* energy relative to the best compared isomer or geometry (same formula, charge and spin): 1.5 kcal/mol
* frontier orbital gap (alpha / beta): 0.2120 / 0.2121 Eh
* energy: -4088.30979 Ha